Here is a structure of composition C21H24N5SSeSiW from OMol25. Energies are from ωB97M-V/def2-TZVPD.

```
54
Properties=species:S:1:pos:R:3:forces:R:3
W 0.082710 -0.425439 0.519025 0.9 -0.6 0.4
N 2.865453 1.289842 3.582253 0.0 -0.1 0.0
C 2.260114 0.682949 2.550922 0.0 0.0 0.0
S 0.666211 -0.003990 2.807712 0.0 -0.1 0.0
N 2.874635 0.606010 1.399968 0.1 -0.3 0.2
N 2.128540 -0.120005 0.531157 -0.3 0.5 -0.2
C 2.378189 -0.069919 -0.749592 0.0 0.0 0.0
C 1.630474 -0.986852 -1.594502 0.1 -0.1 0.1
C 1.748130 -1.028167 -2.983874 0.0 -0.2 0.0
C 1.080596 -2.025185 -3.657993 0.0 0.0 0.0
C 0.303325 -2.950141 -2.951189 0.0 0.0 0.0
C 0.171743 -2.806942 -1.594091 0.1 -0.1 0.0
N 0.811880 -1.834941 -0.917795 -0.3 0.2 -0.2
H 2.398796 1.394148 4.464399 0.0 0.0 0.0
H 3.830591 1.560984 3.497542 0.0 0.0 0.0
H 3.121753 0.609803 -1.150851 0.0 0.0 0.0
H 2.368356 -0.307705 -3.497839 0.0 0.0 0.0
H 1.161357 -2.098500 -4.734198 0.0 0.0 0.0
H -0.217004 -3.748158 -3.459468 0.0 0.0 0.0
H -0.463417 -3.455522 -1.006599 0.0 0.0 0.0
C -1.310721 -3.920612 2.881105 0.0 0.0 0.0
C -2.588711 -4.152318 2.384434 0.0 0.0 0.0
C -3.063623 -3.369431 1.354290 0.0 -0.1 -0.1
C -2.267459 -2.359589 0.818361 -0.2 0.1 0.1
N -1.059361 -2.087058 1.370979 0.1 0.2 -0.1
C -0.590443 -2.872226 2.364068 0.0 0.0 0.0
C -2.619631 -1.545389 -0.347298 0.0 0.0 0.0
C -3.759234 -1.809631 -1.108181 0.0 0.0 0.0
C -3.996795 -1.093722 -2.266449 0.0 0.0 0.0
C -3.097888 -0.110395 -2.658515 0.0 0.0 0.0
C -1.984163 0.173570 -1.881185 0.0 0.0 0.0
C -1.711875 -0.527654 -0.704272 0.0 0.2 0.1
H -0.887394 -4.520548 3.672790 0.0 0.0 0.0
H -3.204993 -4.939399 2.797848 0.0 0.0 0.0
H -4.048381 -3.542182 0.948658 0.0 0.0 0.0
H 0.387926 -2.622687 2.745925 0.0 0.0 0.0
H -4.461642 -2.578194 -0.814020 0.0 0.0 0.0
H -4.875360 -1.301200 -2.862186 0.0 0.0 0.0
H -3.275449 0.448875 -3.568473 0.0 0.0 0.0
H -1.318501 0.969444 -2.190637 0.0 0.0 0.0
C 2.797429 3.361193 -0.298459 0.0 0.2 -0.1
Si 1.136589 3.836930 0.406778 0.4 -0.6 0.4
C 0.267866 5.137537 -0.589375 -0.1 -0.1 0.0
C 1.211636 4.229097 2.226149 0.0 0.1 0.0
Se -0.247921 1.974384 0.171578 -0.9 0.2 -0.7
H 3.506695 4.190598 -0.238052 0.0 0.0 0.0
H 2.700450 3.081211 -1.349958 0.0 0.1 0.0
H 3.209330 2.515374 0.253888 0.0 0.1 0.0
H 0.796998 6.089005 -0.500138 0.0 0.0 0.0
H -0.756089 5.278146 -0.240630 0.0 0.0 0.0
H 0.228742 4.861122 -1.643730 0.0 0.0 0.0
H 1.735076 5.171543 2.405918 0.0 0.0 0.0
H 1.737257 3.436038 2.760682 0.0 0.1 0.0
H 0.207207 4.315897 2.643119 0.0 0.0 0.0
```
Positions in Å, forces in eV/Å.

The total charge is +1. The total energy is -115498.349 eV. Its HOMO-LUMO gap (spin up / spin down) is 0.220 / 0.216 hartree.



Here is an isolated molecule of C21H24N6OS from OMol25. Energies are from ωB97M-V/def2-TZVPD.

```
53
Properties=species:S:1:pos:R:3:forces:R:3
C -7.737928 -2.370035 1.055684 4.1 1.7 -7.8
N -7.422387 -1.063872 0.431195 0.3 2.8 0.0
C -6.276167 -0.415072 0.414216 -5.4 -2.7 -0.6
N -5.214293 -1.070360 0.915023 -0.3 1.9 -0.3
N -3.969066 -0.806585 0.528611 0.7 3.8 1.5
C -3.801621 0.531967 0.568909 3.5 -6.0 -1.8
C -2.490866 0.905175 0.383467 6.1 6.6 -4.3
C -1.320337 0.216858 -0.016573 -5.5 -1.8 5.2
N -0.269071 0.995473 -0.285362 3.2 -5.9 0.6
C -0.555075 2.245563 -0.266278 -6.6 4.7 -0.6
C -1.992648 2.556206 0.002243 4.6 -9.0 1.0
H -2.617354 3.354698 -0.107706 -0.9 2.3 -0.2
C 0.408521 3.185158 -0.669490 -2.0 7.1 8.6
H 0.910222 3.270503 -1.470287 4.0 -0.9 -6.0
H -0.135395 4.307621 -0.737642 1.0 -2.9 0.4
H 1.073139 3.382313 0.350903 -0.9 -0.5 -2.8
C 1.119096 0.345604 -0.364887 -6.2 6.3 2.9
C 1.444604 -0.414326 -1.311642 9.0 -0.9 0.7
N 2.911798 -0.551557 -1.294400 -5.5 -0.3 2.3
N 3.260806 0.199683 -0.089520 1.1 -1.6 -4.0
C 2.196992 0.861948 0.290311 1.2 5.0 9.9
O 2.243780 1.692630 1.498860 -0.2 -3.9 -6.4
C 4.516886 0.013760 0.469226 0.7 1.2 1.2
C 4.958620 -1.346809 0.684879 -2.9 1.6 -4.1
C 6.236305 -1.446919 0.887499 5.6 -7.4 4.7
C 7.034788 -0.536322 1.657576 -2.0 -6.6 -3.9
C 6.450229 0.541130 1.588378 -2.2 16.3 1.7
C 5.270150 1.125200 0.927120 2.3 -11.3 -0.3
H 4.743958 1.921915 1.013745 -2.3 6.0 0.7
H 7.020640 1.512730 2.090806 -1.2 -2.4 -0.8
H 7.909154 -0.626830 2.103605 3.8 -1.2 1.7
H 6.592394 -2.648865 1.075141 -0.7 3.2 -1.2
H 4.480821 -2.187440 0.144272 -0.2 0.7 0.9
C 3.651568 -1.117353 -2.358168 4.3 7.6 -0.4
H 3.329444 -2.010350 -2.755173 -0.3 -2.2 -0.3
H 4.737554 -0.876786 -1.937425 -1.7 -1.8 -1.4
H 3.670934 -0.216644 -3.289312 -0.2 -2.7 2.0
C 0.682773 -0.931222 -2.230187 0.8 -0.5 -10.2
H 1.089561 -0.635463 -3.446579 -0.9 -0.7 3.4
H 0.552836 -1.909741 -2.330467 0.4 -4.7 0.0
H -0.254724 -0.656698 -2.283348 -4.8 2.3 0.3
C -1.352954 -1.197353 0.556283 6.2 0.3 -12.0
H -1.781194 -1.852508 -0.474810 0.7 1.4 2.7
H -1.808520 -1.671263 1.248097 -3.2 -1.8 5.4
H -0.283118 -1.526974 0.339471 -0.9 -0.2 1.4
C -4.676707 1.583933 0.623403 -7.4 -1.3 3.5
H -5.050690 1.662811 1.721823 0.3 0.3 -1.7
H -4.424074 2.462431 0.254187 1.8 3.7 -1.3
S -6.281513 1.181826 -0.402856 2.0 -1.2 1.7
H -5.429676 -1.969036 1.170369 -0.2 -2.6 0.4
H -7.139750 -3.078539 0.429274 0.2 -0.3 1.1
H -7.564714 -2.365935 1.995855 0.9 -0.5 6.5
H -8.647741 -2.556303 0.701699 -4.1 -0.8 -0.4
```
Positions in Å, forces in eV/Å.

The total energy is -43970.013 eV. The SMILES is C/N=C1\NN=C(c2cc(C)n(-c3c(C)n(C)n(-c4ccccc4)c3=O)c2C)CS1. Its HOMO-LUMO gap is 0.255 hartree.



Here is a structure of composition C21H25B2F4MgN7O5 from OMol25. Energies are from ωB97M-V/def2-TZVPD.

```
65
Properties=species:S:1:pos:R:3:forces:R:3
Mg 0.160588 -0.232265 0.405178 -0.9 0.5 -0.1
C 3.868740 -2.101476 -0.725169 -0.2 -0.1 0.2
C 2.731133 -1.180330 -0.518647 0.6 0.7 -0.3
N 1.484396 -1.544193 -0.449194 -0.7 -1.1 0.2
O 1.036860 -2.780179 -0.533456 1.4 0.9 -0.6
B -0.032658 -3.010633 0.585105 -2.2 0.2 0.8
F 0.327152 -2.090556 1.608524 0.4 -0.3 -0.2
F -0.021085 -4.300351 0.906120 0.4 0.1 -0.2
O -1.395089 -2.578002 0.099153 0.2 -0.7 0.4
N -1.646107 -1.258320 0.420070 0.6 0.5 0.1
C -2.375127 -0.908412 1.414830 0.0 -0.3 -0.2
C -3.185946 -1.838734 2.245437 0.0 0.2 0.1
C -2.198868 0.562570 1.809675 0.0 -0.1 -0.2
N -1.109992 1.026627 1.331418 0.0 0.0 0.2
O -0.604156 2.236270 1.673359 0.4 0.0 0.0
B 0.918976 2.094799 1.722170 -0.7 0.0 0.5
F 1.424379 3.054708 2.507431 0.0 -0.1 -0.3
F 1.155079 0.737434 2.168338 0.1 0.3 -0.2
O 1.639741 2.157729 0.344904 0.6 -0.5 -0.3
N 1.783702 0.905311 -0.185143 -0.5 0.5 1.1
C 2.908689 0.300341 -0.175529 0.4 -0.6 -0.5
C 4.209731 0.844711 0.295660 0.0 -0.1 -0.1
C -3.088749 1.266913 2.774474 0.0 0.0 0.0
H 3.535314 -3.133767 -0.785384 0.0 0.0 0.0
H 4.377020 -1.826838 -1.654691 0.0 0.1 0.0
H 4.592590 -1.997876 0.084667 0.0 0.0 0.0
H -3.200051 -2.834937 1.815411 0.0 0.0 -0.1
H -2.743388 -1.888569 3.244382 0.0 0.0 0.0
H -4.205074 -1.469078 2.358738 0.0 0.0 0.0
H 4.112358 1.905181 0.502925 0.0 0.1 0.0
H 4.500671 0.334507 1.217679 0.0 0.0 0.0
H 4.999159 0.679314 -0.439007 0.0 0.0 0.0
H -4.121002 0.931667 2.697248 0.0 0.0 0.0
H -2.743131 1.077216 3.794696 0.0 0.0 0.0
H -3.033686 2.340463 2.612380 0.0 0.0 0.0
C -6.684563 5.316890 -2.299489 0.1 0.0 0.0
C -5.431563 5.082421 -3.065708 0.0 0.0 0.0
C -5.431763 5.060030 -4.482595 -0.1 0.0 0.2
C -4.282290 4.857111 -5.174484 0.2 0.0 0.0
C -3.049707 4.652035 -4.472341 -0.2 0.1 0.1
N -1.948362 4.474096 -5.208344 0.2 0.0 -0.1
C -0.566463 4.427529 -4.780967 0.0 0.1 -0.1
O 0.208052 5.157107 -5.328061 -0.1 -0.1 0.0
N -0.245704 3.578290 -3.764714 -0.1 -0.1 0.1
C -0.810843 2.338642 -3.366263 0.1 0.1 -0.1
C -1.711210 1.598993 -4.118339 0.0 0.0 -0.1
C -2.125315 0.373499 -3.628472 0.0 0.0 0.0
C -1.610365 -0.091262 -2.430866 0.1 0.0 0.1
N -0.724276 0.608191 -1.709837 -0.1 0.0 -0.2
C -0.355379 1.804414 -2.169122 0.1 -0.1 0.2
C -3.035562 4.677579 -3.042425 0.1 0.0 -0.1
C -4.198156 4.891457 -2.377297 -0.3 0.1 0.0
H -7.537665 5.509261 -2.944588 0.0 0.0 0.0
H -6.555851 6.161542 -1.616790 0.0 0.0 0.0
H -6.906019 4.449379 -1.670450 0.0 0.0 0.0
H -6.360391 5.217302 -5.016193 0.0 0.0 0.0
H -4.284672 4.849810 -6.259183 0.0 0.0 0.1
H -2.012149 4.735245 -6.186704 0.0 -0.1 -0.1
H 0.688698 3.764445 -3.429539 0.1 0.0 0.0
H -2.060198 1.943675 -5.083130 0.0 0.0 0.0
H -2.819150 -0.237308 -4.189877 0.0 0.0 0.0
H -1.898336 -1.064001 -2.053922 0.0 0.0 0.1
H 0.350443 2.367329 -1.564342 -0.1 0.0 0.0
H -2.100959 4.579106 -2.503446 -0.1 0.0 -0.1
H -4.189733 4.944246 -1.294625 0.0 0.0 0.0
```
Positions in Å, forces in eV/Å.

The total charge is +2. The total energy is -60508.950 eV. Its HOMO-LUMO gap (spin up / spin down) is 0.223 / 0.177 hartree.